Record 1
Density functional theory data (ωB97M-V/def2-TZVPD) for C25H45ClF6IN2O6S3 as an isolated structure.

The geometry in XYZ format:
```
89
Properties=species:S:1:pos:R:3:forces:R:3:mulliken_charge:R:1
C 3.577944 1.219663 3.458234 -0.09 0.03 0.13 -1.628
C 2.358669 0.862062 2.606457 0.37 -0.36 0.07 -1.386
C 2.143211 1.515548 1.210498 -0.15 0.32 0.14 2.356
C 2.288654 3.035776 1.387952 -0.05 0.02 -0.16 -2.204
C 1.339177 3.632176 2.443226 0.10 0.09 0.09 -1.016
C 0.695658 4.953187 2.032689 -0.09 0.05 0.27 -0.246
S 1.825788 6.191537 1.329334 0.00 0.01 -0.25 -0.225
C 0.664435 1.156530 0.780967 0.14 -0.20 -0.66 1.566
F -0.075225 0.849105 1.921778 -0.13 -0.09 0.25 -0.605
C -0.185104 2.174747 0.005370 -0.12 0.24 0.07 -2.520
C -1.580212 2.399838 0.591942 -0.03 0.31 -0.40 0.514
C -2.340751 3.392410 -0.285477 -0.13 -0.28 0.08 -0.737
C -3.769889 3.732321 0.224400 0.01 0.10 0.17 -0.706
N -4.262768 3.070182 1.419431 -0.16 0.04 -0.07 -0.605
C 0.795359 -0.227132 0.109381 0.06 -0.24 0.60 0.551
C -0.278009 -0.664691 -0.861057 -0.13 0.22 -0.18 -0.657
C -0.578022 -2.165050 -0.898218 -0.27 0.10 0.06 -1.009
C -1.208574 -2.690358 0.401971 0.02 -0.22 -0.10 -0.945
C -2.718810 -2.933246 0.351462 0.32 0.00 0.26 -0.766
S -3.692517 -1.506566 0.786828 0.04 -0.16 0.15 1.163
O -4.970982 -1.928435 1.239458 -0.14 0.02 -0.15 -0.616
O -2.907362 -0.595927 1.560372 0.06 0.08 0.02 -0.493
Cl -3.920819 -0.634345 -1.045530 -0.08 0.15 -0.15 -0.197
N 2.265953 -0.422180 -0.335238 0.14 -0.47 0.18 -0.417
C 2.389811 -0.875437 -1.775528 0.03 0.08 0.14 -1.130
I 2.911358 -2.229542 0.699194 0.03 0.10 -0.12 0.455
C 3.077221 0.871811 0.096257 -0.14 0.27 0.19 1.302
C 4.510324 0.444083 0.495616 -0.05 0.02 -0.23 -2.063
C 5.783709 1.318077 0.590612 0.08 -0.03 0.22 -0.168
C 5.873469 2.574150 1.424143 0.30 0.07 -0.06 -1.315
F 6.250408 1.609202 -0.676341 -0.05 0.07 -0.23 -0.349
S 3.234504 1.885426 -1.474704 -0.05 -0.44 0.27 1.472
O 4.166132 1.261150 -2.332004 0.07 -0.11 -0.16 -0.636
O 1.947560 2.262546 -1.924886 -0.27 0.15 -0.01 -0.581
F 3.930628 3.144438 -0.909622 0.00 0.09 0.13 -0.192
H 4.481783 0.666214 3.216345 0.04 0.05 -0.04 0.442
H 3.344482 0.969339 4.491814 -0.03 -0.04 0.05 0.500
H 3.810195 2.281419 3.448158 -0.03 0.03 -0.02 0.213
H 1.492733 1.124810 3.197131 -0.06 0.10 0.00 0.782
H 2.304010 -0.226091 2.537864 -0.06 -0.01 -0.03 0.049
H 2.102296 3.556983 0.458039 0.04 0.00 -0.20 1.167
H 3.310492 3.274636 1.660445 0.12 -0.02 -0.05 0.813
H 1.889178 3.812992 3.368758 0.04 -0.09 0.05 0.573
H 0.534347 2.945129 2.702463 -0.03 0.00 -0.03 0.254
H -0.100950 4.796716 1.305511 0.08 0.03 -0.13 -0.250
H 0.230403 5.394228 2.911475 -0.08 -0.02 0.04 0.576
H 2.952007 5.711048 1.863763 0.06 0.03 0.15 0.112
H 0.290533 3.147212 -0.067773 0.20 -0.05 -0.02 0.991
H -0.311258 1.844647 -1.018055 0.11 -0.05 -0.22 0.642
H -1.499758 2.800069 1.602031 -0.07 -0.19 0.12 0.363
H -2.139936 1.467797 0.620152 0.04 -0.04 0.31 -0.563
H -1.756565 4.310428 -0.382361 0.02 0.04 -0.11 0.267
H -2.429717 2.953760 -1.282499 0.12 0.10 -0.11 0.342
H -3.826067 4.803723 0.415094 -0.02 0.05 -0.03 0.328
H -4.487652 3.530062 -0.568636 -0.02 0.02 -0.06 0.295
H -4.364256 2.071358 1.315205 0.09 -0.05 0.05 0.258
H -3.722753 3.273439 2.246397 0.05 -0.06 0.02 0.297
H 0.699510 -0.870515 0.979895 -0.02 -0.07 -0.05 -0.060
H -0.129581 -0.267550 -1.864168 0.06 0.03 -0.03 0.734
H -1.178407 -0.164096 -0.499507 -0.04 0.01 0.03 -0.513
H 0.298495 -2.766326 -1.141858 0.04 0.05 0.01 0.199
H -1.281096 -2.324416 -1.714941 0.03 -0.05 -0.09 0.660
H -1.008746 -2.029121 1.246060 0.07 0.02 0.04 0.537
H -0.759632 -3.650313 0.656272 0.00 -0.06 -0.01 0.547
H -3.070212 -3.285606 -0.612984 -0.13 -0.02 -0.03 0.081
H -2.998343 -3.656255 1.118130 -0.14 -0.01 0.02 0.448
H 1.952069 -1.863056 -1.851308 -0.14 0.08 -0.03 0.283
H 1.862286 -0.186355 -2.420676 0.08 0.16 -0.10 0.556
H 3.434529 -0.940602 -2.039429 0.18 0.07 -0.04 0.401
H 4.797753 -0.328228 -0.220476 0.08 0.03 -0.11 0.193
H 4.436898 -0.053713 1.453823 -0.11 0.00 0.09 1.020
H 6.510989 0.618580 1.011570 -0.02 -0.13 0.01 0.435
H 5.277035 3.394897 1.045806 -0.21 0.02 0.01 0.261
H 6.912414 2.897873 1.370106 0.04 0.01 -0.03 0.496
H 5.670019 2.376746 2.470653 -0.13 0.04 0.00 0.285
C -5.757834 -6.593727 -5.053430 0.17 0.04 0.00 -1.089
C -5.790818 -6.898454 -3.574482 -0.29 -0.05 -0.08 -0.222
O -4.452641 -6.897248 -3.006779 0.06 0.03 -0.01 -0.308
C -3.937325 -5.723349 -2.725722 0.01 -0.06 0.06 0.335
O -4.424721 -4.638192 -2.858668 -0.04 0.02 0.01 -0.528
C -2.535903 -5.900778 -2.099047 -0.05 0.03 -0.04 0.954
F -1.774461 -6.761150 -2.769101 -0.04 0.10 0.08 -0.262
F -2.649433 -6.323529 -0.830126 0.06 0.03 -0.08 -0.286
F -1.914299 -4.709378 -2.076060 0.15 -0.20 0.00 -0.211
H -5.108788 -7.297271 -5.574484 -0.05 -0.03 -0.01 0.308
H -6.763102 -6.678474 -5.463702 -0.02 -0.01 0.00 0.372
H -5.394993 -5.584016 -5.240691 -0.04 0.02 0.02 0.315
H -6.161372 -7.901412 -3.381576 0.08 -0.02 0.02 0.318
H -6.404764 -6.187938 -3.023389 0.07 0.06 0.01 0.326
```
Forces are in eV/Å.

For the HOMO energy, the calculation gives -10.8 eV. The charge is +1. Its molar mass is 842.19 g/mol. As for the total energy: -4091.87828 a.u. Its multiplicity is 1.

=====

Record 2
Density functional theory data (ωB97M-V/def2-TZVPD) for the molecule C6H4N2S.

The geometry in XYZ format:
```
13
Properties=species:S:1:pos:R:3:forces:R:3:mulliken_charge:R:1
N 0.220250 -2.026824 -1.349730 -0.48 -2.49 -0.11 -0.413
C 0.379190 -0.923387 -1.547341 0.26 0.54 0.43 0.402
C 0.624885 0.433188 -1.552779 0.54 2.36 -1.09 -0.517
C 0.020307 1.407059 -0.871701 -0.40 -2.84 1.19 -0.185
C -0.887727 1.213362 0.249583 3.19 -1.87 -1.79 -0.671
C -0.717484 0.198373 1.086677 -0.56 0.74 0.70 0.032
N 0.328762 -0.660061 1.215719 0.39 0.72 0.10 -0.314
C 0.585253 -1.650131 1.836477 -0.38 0.57 -1.21 0.486
S 0.947205 -3.048318 2.334451 0.54 -1.42 1.01 -0.385
H 1.322327 0.878541 -2.250617 0.24 -0.83 -0.41 0.288
H 0.373256 2.300485 -1.192111 0.42 3.16 -0.38 0.469
H -1.744216 1.736117 0.201680 -2.86 1.88 0.61 0.412
H -1.452009 0.141596 1.839692 -0.89 -0.51 0.95 0.397
```
Forces are in eV/Å.

For the HOMO energy, the calculation gives -8.9 eV. Its molar mass is 136.18 g/mol. As for the total energy: -738.64622 a.u. Its structure (SMILES) is N#C/C=C\C=C/N=C=S. Its multiplicity is 1.

=====

Which frontier orbital gap belongs to each record? In order, 5.236 8.689 eV.
Which largest force on an atom belongs to each record? In order, 0.703 4.110 eV/Å.